Entry 1:
Below is a molecular structure, C48H50F3GeIrNOP2 in a non-equilibrium geometry, with properties calculated with ωB97M-V/def2-TZVPD.

Each line ends with the Mulliken charge.
Atoms and positions in Å:
1 Ir 0.171 -1.920 0.787  2.899
2 C -1.209 2.290 1.033  -2.869
3 N -0.643 3.162 0.044  1.551
4 C 0.799 3.133 -0.005  -1.811
5 P 1.482 1.342 0.059  2.006
6 C 2.916 1.699 -1.036  0.327
7 C 2.612 2.019 -2.359  -0.631
8 C 3.611 2.153 -3.303  -0.814
9 C 4.935 1.977 -2.939  -0.709
10 C 5.247 1.652 -1.630  -1.148
11 C 4.245 1.485 -0.692  -0.831
12 C 2.172 1.597 1.734  1.709
13 C 3.162 2.550 1.972  -0.651
14 C 3.617 2.780 3.256  -0.975
15 C 3.079 2.085 4.326  -0.930
16 C 2.079 1.154 4.098  -0.796
17 C 1.628 0.911 2.813  -0.683
18 C -1.239 4.377 -0.267  0.024
19 C -2.217 4.980 0.530  -0.209
20 C -2.748 6.212 0.198  -0.789
21 C -2.326 6.887 -0.934  -0.507
22 C -1.383 6.288 -1.754  -0.825
23 C -0.858 5.053 -1.437  0.003
24 P -1.105 0.434 0.532  0.740
25 C -2.713 0.097 1.427  1.254
26 C -3.960 0.214 0.822  -0.454
27 C -5.114 -0.087 1.522  -0.825
28 C -5.043 -0.494 2.842  -0.688
29 C -3.806 -0.613 3.456  -0.545
30 C -2.648 -0.328 2.750  -0.521
31 C -1.735 0.529 -1.179  1.730
32 C -2.496 1.590 -1.676  -0.961
33 C -3.009 1.549 -2.959  -0.762
34 C -2.759 0.465 -3.786  -0.960
35 C -1.999 -0.593 -3.308  -1.001
36 C -1.523 -0.569 -2.012  -0.923
37 H -2.268 2.514 1.171  1.347
38 H -0.701 2.385 2.006  0.330
39 H 1.205 3.690 0.859  0.351
40 H 1.146 3.619 -0.915  0.684
41 H 1.574 2.139 -2.645  0.258
42 H 3.358 2.385 -4.328  0.400
43 H 5.715 2.062 -3.683  0.376
44 H 6.278 1.518 -1.337  0.380
45 H 4.497 1.172 0.310  0.562
46 H 3.571 3.126 1.153  0.611
47 H 4.388 3.520 3.426  0.430
48 H 3.432 2.282 5.330  0.384
49 H 1.643 0.612 4.925  0.564
50 H 0.855 0.177 2.639  0.444
51 H -2.545 4.505 1.442  0.417
52 H -3.486 6.660 0.849  0.388
53 H -2.718 7.866 -1.168  0.374
54 H -1.052 6.794 -2.651  0.401
55 H -0.145 4.604 -2.110  0.471
56 H -4.036 0.510 -0.214  0.348
57 H -6.072 -0.011 1.023  0.408
58 H -5.948 -0.743 3.379  0.359
59 H -3.751 -0.948 4.483  0.445
60 H -1.677 -0.490 3.200  0.199
61 H -2.716 2.447 -1.062  0.511
62 H -3.622 2.370 -3.308  0.432
63 H -3.161 0.439 -4.789  0.371
64 H -1.791 -1.442 -3.942  0.545
65 H -0.991 -1.427 -1.617  -0.038
66 F 2.216 -4.224 0.324  -0.300
67 C 0.879 -3.935 0.378  -0.208
68 F 0.405 -4.400 -0.835  -0.295
69 F 0.402 -4.861 1.270  -0.236
70 C 0.305 -3.077 3.768  -0.956
71 O 0.132 -1.940 3.037  -0.473
72 H -0.459 -3.838 3.543  0.168
73 H 0.228 -2.842 4.847  0.218
74 H 1.296 -3.531 3.609  0.256
75 C 3.850 -1.477 -3.640  -0.784
76 C 2.473 -1.337 -3.482  -0.728
77 C 1.934 -1.235 -2.221  0.807
78 C 2.719 -1.322 -1.064  0.481
79 C 2.136 -1.204 0.246  0.403
80 C 3.014 -1.355 1.335  -0.387
81 C 4.378 -1.552 1.171  -1.303
82 C 4.941 -1.596 -0.087  -1.182
83 C 4.126 -1.491 -1.228  0.883
84 C 4.660 -1.541 -2.533  -0.691
85 H 4.274 -1.535 -4.633  0.366
86 H 1.825 -1.297 -4.347  0.447
87 H 0.873 -1.092 -2.099  -0.251
88 H 2.641 -1.306 2.346  0.314
89 H 5.007 -1.633 2.049  0.375
90 H 6.013 -1.688 -0.204  0.316
91 H 5.732 -1.641 -2.649  0.389
92 C -3.062 -4.034 -2.170  -1.410
93 Ge -2.678 -4.326 -0.228  0.537
94 C -4.467 -4.476 0.698  -1.403
95 C -1.979 -6.181 -0.018  -1.347
96 C -1.911 -2.698 0.581  -0.776
97 H -3.692 -4.834 -2.552  0.485
98 H -2.144 -4.020 -2.751  0.364
99 H -3.582 -3.091 -2.321  0.385
100 H -5.102 -5.212 0.212  0.425
101 H -5.003 -3.531 0.727  0.372
102 H -4.307 -4.796 1.726  0.358
103 H -2.809 -6.870 -0.164  0.463
104 H -1.570 -6.336 0.975  0.377
105 H -1.210 -6.409 -0.745  0.354
106 H -2.178 -2.732 1.642  0.583
107 H -2.514 -1.903 0.133  -0.570

Forces on the atoms, in the same order (eV/Å):
0.47 -1.35 0.33
0.40 -0.16 0.03
0.02 -0.18 -0.15
0.36 0.05 -0.05
0.87 1.25 -0.33
-0.17 -0.15 -0.06
0.02 0.07 0.16
-0.06 0.10 -0.13
0.11 0.01 0.05
0.14 0.15 -0.15
-0.10 0.19 0.14
0.08 -0.07 0.09
-0.04 0.00 0.07
0.15 0.16 0.03
-0.07 -0.06 0.07
0.00 0.04 0.27
-0.03 0.14 -0.23
-0.24 0.38 -0.06
0.11 -0.29 0.13
-0.08 0.24 -0.12
-0.12 0.09 0.07
0.01 0.06 0.01
0.07 -0.05 0.00
-1.29 -0.72 0.82
0.07 -0.04 -0.14
0.01 0.05 -0.01
-0.19 0.05 -0.07
-0.07 -0.08 0.08
-0.09 0.03 0.09
0.19 0.15 -0.03
0.12 -0.13 -0.30
0.19 -0.08 0.09
-0.15 0.10 -0.12
0.11 -0.07 0.05
-0.19 0.05 -0.26
0.14 0.06 0.30
0.17 -0.19 -0.06
-0.17 -0.02 0.02
0.00 -0.08 -0.23
0.03 -0.12 0.10
-0.07 -0.01 -0.10
-0.04 -0.01 -0.08
0.09 0.05 -0.04
0.10 -0.11 0.01
0.04 -0.02 0.06
0.01 0.00 0.01
0.06 0.05 0.00
0.00 -0.04 0.03
-0.06 -0.10 0.06
-0.04 -0.20 0.18
0.01 -0.05 0.08
-0.05 0.01 0.05
-0.07 0.05 -0.04
0.02 -0.02 -0.07
0.07 -0.09 -0.03
-0.07 -0.02 -0.01
-0.04 -0.01 0.01
-0.02 0.00 0.06
0.08 -0.03 0.04
0.10 -0.10 0.10
-0.03 0.08 0.05
0.01 0.04 -0.03
0.00 0.02 -0.07
-0.03 -0.11 0.00
-0.01 -0.02 -0.04
-0.26 0.54 0.05
-0.57 0.62 0.32
0.14 0.36 0.01
0.01 0.24 0.10
0.13 -0.63 0.41
-0.12 1.32 -1.85
0.10 -0.10 0.06
0.00 -0.08 -0.07
-0.04 -0.17 0.02
-1.18 0.10 -0.77
0.98 -0.12 -1.03
-0.02 -0.14 1.38
-0.18 0.02 -1.31
-2.78 -0.67 -0.85
3.07 -0.13 1.89
-1.85 0.17 1.80
0.94 -0.01 -0.85
-0.34 -0.12 -1.18
0.25 -0.12 1.23
0.04 0.00 -0.05
0.00 0.03 -0.09
-0.06 0.04 0.02
-0.12 -0.05 0.05
-0.05 -0.10 0.05
0.06 -0.01 -0.07
0.07 -0.07 0.03
0.14 -0.08 0.55
-0.55 -0.09 0.08
0.47 0.06 -0.35
-0.11 0.53 -0.09
0.99 -0.12 -0.32
-0.09 -0.15 -0.01
0.18 0.02 -0.05
-0.04 0.14 0.03
-0.07 -0.15 -0.11
0.00 0.20 -0.03
0.07 -0.04 0.14
-0.17 -0.01 -0.03
0.06 0.01 0.13
0.18 0.03 -0.08
-0.01 -0.01 0.05
-0.13 -0.23 0.03

Computed properties:
LUMO level (spin up / spin down): 2.385 / 0.419 eV
M: 1040.7 g mol⁻¹
Frontier orbital gap (spin up / spin down): 4.43 / 5.57 eV
E_HOMO (spin up / spin down): -2.049 / -5.152 eV
Expectation value of S²: 6.03
Net charge: -1
Maximum force: 3.604 eV/Å
Spin multiplicity: 5

***

Entry 2:
Below is a molecular structure, C48H53ClMgN2O2P2S3Si2Te, with properties calculated with ωB97M-V/def2-TZVPD.

Each line ends with the Mulliken charge.
Atoms and positions in Å:
1 Mg 0.592 1.766 -0.087  1.217
2 S -1.886 3.933 2.366  -0.676
3 P -1.152 2.098 2.660  1.917
4 C -0.887 1.010 1.376  -0.420
5 P -2.118 0.097 0.670  1.520
6 S -2.257 0.114 -1.338  -0.236
7 C -1.984 -1.684 1.129  0.406
8 C -0.948 -2.109 1.949  0.444
9 C -0.833 -3.445 2.317  -0.988
10 C -1.767 -4.368 1.869  -0.553
11 C -2.803 -3.954 1.038  -0.726
12 C -2.904 -2.622 0.663  -0.717
13 C -3.804 0.475 1.313  0.061
14 C -4.436 1.624 0.844  -0.292
15 C -5.690 1.986 1.313  -0.705
16 C -6.341 1.193 2.249  -0.494
17 C -5.724 0.044 2.721  -0.776
18 C -4.460 -0.307 2.262  -0.340
19 C 0.422 2.225 3.595  0.495
20 C 0.635 3.288 4.466  -0.741
21 C 1.805 3.362 5.208  -0.706
22 C 2.778 2.379 5.080  -0.456
23 C 2.574 1.320 4.207  -1.064
24 C 1.399 1.243 3.471  0.096
25 C -2.175 1.338 4.013  0.336
26 C -1.784 0.115 4.556  -0.263
27 C -2.524 -0.491 5.560  -0.713
28 C -3.668 0.129 6.048  -0.453
29 C -4.055 1.356 5.528  -0.613
30 C -3.312 1.957 4.519  -0.745
31 H -0.223 -1.368 2.269  -0.173
32 H -0.006 -3.764 2.941  0.410
33 H -1.679 -5.412 2.149  0.312
34 H -3.526 -4.674 0.672  0.389
35 H -3.696 -2.295 -0.001  0.528
36 H -3.934 2.231 0.102  0.155
37 H -6.157 2.893 0.947  0.404
38 H -7.321 1.476 2.617  0.337
39 H -6.211 -0.572 3.467  0.357
40 H -3.982 -1.192 2.660  0.380
41 H -0.113 4.069 4.527  0.337
42 H 1.967 4.202 5.875  0.342
43 H 3.703 2.450 5.642  0.350
44 H 3.339 0.564 4.075  0.424
45 H 1.245 0.439 2.760  0.116
46 H -0.889 -0.366 4.181  0.269
47 H -2.207 -1.448 5.960  0.400
48 H -4.254 -0.345 6.829  0.337
49 H -4.949 1.845 5.899  0.381
50 H -3.607 2.909 4.095  0.336
51 O 3.471 0.159 -2.784  -0.744
52 S 2.980 1.023 -1.731  0.602
53 O 2.777 0.420 -0.415  -0.337
54 N 1.608 1.729 -1.989  0.649
55 C 1.218 2.497 -3.055  -0.504
56 C 1.809 2.590 -4.297  -0.701
57 C 1.262 3.438 -5.283  -0.750
58 C 0.138 4.182 -5.054  -0.907
59 C -0.500 4.107 -3.790  0.908
60 C -1.661 4.838 -3.452  -0.770
61 C -2.202 4.707 -2.207  -1.169
62 C -1.593 3.839 -1.276  0.212
63 N -0.516 3.152 -1.559  0.488
64 C 0.036 3.270 -2.793  -0.188
65 C 4.259 2.253 -1.560  0.219
66 C 3.977 3.608 -1.542  -0.283
67 C 5.021 4.514 -1.402  -0.856
68 C 6.325 4.065 -1.266  -0.363
69 C 6.597 2.701 -1.275  -0.697
70 C 5.563 1.792 -1.427  -0.557
71 H 2.686 1.995 -4.515  0.552
72 H 1.751 3.488 -6.249  0.382
73 H -0.279 4.825 -5.820  0.349
74 H -2.103 5.497 -4.192  0.375
75 H -3.086 5.257 -1.910  0.439
76 H -1.985 3.730 -0.270  -0.048
77 H 2.955 3.949 -1.593  0.306
78 H 4.803 5.574 -1.370  0.402
79 H 7.133 4.776 -1.142  0.340
80 H 7.614 2.346 -1.161  0.364
81 H 5.756 0.727 -1.445  0.440
82 Cl 1.853 3.567 0.844  -0.666
83 C -1.683 -1.804 -4.709  -0.825
84 Si -0.970 -3.411 -4.064  0.342
85 C 0.674 -3.756 -4.912  -1.071
86 C -2.156 -4.816 -4.513  -1.160
87 C -0.745 -3.367 -2.218  0.302
88 Te 0.574 -1.782 -1.600  0.235
89 C 2.399 -2.935 -1.850  -0.434
90 Si 2.906 -3.806 -0.284  0.227
91 C 4.604 -4.609 -0.510  -1.112
92 C 3.001 -2.610 1.153  -0.266
93 C 1.674 -5.180 0.082  -0.605
94 H -2.110 -1.948 -5.707  0.360
95 H -0.917 -1.029 -4.767  0.187
96 H -2.466 -1.434 -4.043  0.251
97 H 0.548 -3.771 -5.999  0.378
98 H 1.091 -4.720 -4.608  0.255
99 H 1.396 -2.974 -4.665  0.304
100 H -2.288 -4.892 -5.596  0.286
101 H -3.139 -4.646 -4.065  0.298
102 H -1.784 -5.777 -4.148  0.298
103 H -0.345 -4.303 -1.820  0.276
104 H -1.684 -3.160 -1.700  -0.360
105 H 3.139 -2.195 -2.171  0.349
106 H 2.254 -3.631 -2.681  0.231
107 H 5.364 -3.847 -0.707  0.273
108 H 4.602 -5.306 -1.352  0.285
109 H 4.904 -5.160 0.386  0.274
110 H 3.471 -1.674 0.843  0.066
111 H 3.572 -3.033 1.985  0.487
112 H 2.001 -2.359 1.512  -0.294
113 H 1.619 -5.886 -0.752  0.311
114 H 0.676 -4.768 0.251  -0.194
115 H 1.961 -5.740 0.979  0.356

Forces on the atoms, in the same order (eV/Å):
-0.21 0.49 0.07
-0.07 0.06 -0.01
-0.10 -0.13 0.00
0.12 0.18 -0.29
0.00 0.07 0.01
0.07 -0.06 0.01
0.00 -0.03 0.06
0.02 -0.01 0.00
-0.03 0.00 -0.02
0.04 0.01 -0.02
-0.02 0.04 -0.02
0.02 -0.04 0.04
-0.03 -0.10 0.07
-0.02 0.01 0.04
0.04 0.00 -0.03
0.00 -0.01 0.02
0.03 0.03 0.00
-0.01 0.08 -0.04
0.08 0.00 -0.01
0.05 -0.03 0.02
-0.03 -0.01 -0.01
-0.01 0.01 0.00
-0.02 -0.01 -0.03
0.03 0.03 0.04
0.01 -0.04 0.05
-0.03 -0.02 -0.03
0.02 0.01 -0.02
-0.01 0.03 -0.01
0.00 -0.02 -0.02
0.01 -0.05 -0.04
-0.02 -0.01 0.01
-0.01 0.00 0.00
0.00 0.00 0.01
0.00 0.00 0.00
0.00 -0.01 0.00
0.02 0.03 -0.01
0.00 0.00 0.00
0.00 0.00 0.00
-0.01 0.00 0.00
0.03 -0.02 0.03
0.00 0.00 0.00
0.00 0.00 0.00
0.00 0.00 0.01
0.00 0.00 0.01
0.01 0.01 -0.01
0.00 -0.02 -0.01
0.00 0.01 0.00
0.00 0.00 0.00
0.00 0.00 0.00
0.00 0.01 0.00
-0.01 -0.06 -0.02
-0.13 -0.01 0.07
0.19 -0.17 -0.12
0.03 0.00 0.19
0.02 -0.10 -0.04
0.02 -0.01 0.07
-0.02 0.03 -0.02
0.02 -0.01 -0.01
0.01 -0.05 0.06
0.00 0.00 0.03
-0.01 0.02 -0.01
0.05 -0.02 0.02
-0.06 -0.01 0.07
-0.02 -0.01 -0.08
-0.01 0.00 0.00
0.00 -0.01 -0.01
0.01 -0.02 0.01
-0.01 0.00 0.01
0.00 -0.01 0.00
0.02 0.02 -0.04
0.00 0.00 0.01
-0.01 0.00 0.00
0.01 0.00 0.00
-0.01 0.00 0.00
0.00 0.00 -0.02
0.00 -0.01 0.03
-0.01 0.00 0.00
0.00 0.00 -0.01
0.00 0.00 0.00
0.00 0.00 0.00
0.00 0.00 -0.01
-0.06 -0.08 0.04
0.01 -0.05 -0.02
0.03 0.04 0.01
-0.06 0.01 -0.07
0.00 0.02 -0.01
0.04 -0.04 0.05
0.15 -0.01 -0.14
0.02 -0.05 0.00
-0.10 0.06 -0.04
-0.01 0.00 0.00
0.04 -0.06 0.02
0.07 -0.01 0.03
0.01 0.03 0.01
0.00 -0.01 0.03
-0.02 0.00 0.01
0.00 -0.01 0.01
0.00 0.01 0.00
-0.02 -0.01 -0.02
0.00 0.00 0.01
0.02 0.00 -0.01
0.00 0.01 0.00
-0.03 0.01 0.01
-0.01 0.01 -0.02
-0.05 -0.02 0.04
-0.01 0.03 0.07
-0.01 -0.01 0.00
0.00 0.01 0.01
0.00 0.01 -0.01
-0.01 0.00 0.01
-0.02 0.00 -0.01
-0.01 0.02 -0.02
0.00 0.01 0.02
0.01 0.01 0.00
-0.01 0.01 -0.01

Computed properties:
LUMO level: 3.815 eV
M: 1091.6 g mol⁻¹
Frontier orbital gap: 5.73 eV
E_HOMO: -1.917 eV
Net charge: -2
Maximum force: 0.544 eV/Å